Below is a 3-piece molecular cluster, C27H46F3N2O7S2 overall, with properties calculated with ωB97M-V/def2-TZVPD.

Results
<S²>: 0.754
DFT total energy, hartree: -2788.50430
2S+1: 2
Kohn-Sham gap (alpha / beta), eV: 8.31 / 8.57

```
87
Properties=species:S:1:pos:R:3:mulliken_spin:R:1
C 4.53780 -0.21995 3.46085 0.000
C 3.32585 -0.75698 2.70865 0.000
C 3.64132 -0.98658 1.22749 0.000
C 2.53097 -1.74352 0.49661 0.000
N 1.65866 -0.91468 -0.37242 0.000
C 0.46171 -1.70577 -0.72399 0.000
C -0.56350 -1.67596 0.42290 0.000
C -1.68105 -0.62822 0.25212 0.000
C -3.09373 -1.20449 0.41184 -0.001
C -4.07703 -0.30331 1.16556 -0.045
F -3.62486 -0.23378 2.48567 0.000
C -5.46288 -0.95189 1.13878 0.046
C -6.66122 -0.06757 1.49990 0.002
C -6.80972 0.07500 3.02332 0.011
C -7.94873 -0.72348 0.96390 0.000
N -6.53615 1.26881 0.83682 0.387
O -6.87735 1.21844 -0.40366 0.553
C -5.24306 1.99251 1.01708 -0.004
C -5.05158 2.46432 2.46464 0.011
C -5.28689 3.24742 0.13461 0.001
C -4.09255 1.09729 0.55898 0.054
C 2.39592 -0.51182 -1.51638 0.000
S 2.68204 -1.43355 -2.84003 0.000
S 3.08343 1.06004 -1.50030 0.000
C 2.27115 1.97339 -0.15553 0.000
C 3.26296 2.97715 0.46600 0.000
C 3.65761 2.57817 1.89291 0.000
H 4.28284 0.10082 4.46817 0.000
H 4.97442 0.63270 2.94077 0.000
H 5.29546 -0.99990 3.52093 0.000
H 2.49895 -0.04632 2.75810 0.000
H 3.01300 -1.69925 3.15854 0.000
H 4.58434 -1.52316 1.12874 0.000
H 3.78607 -0.00724 0.76912 0.000
H 1.89505 -2.20936 1.24560 0.000
H 2.95402 -2.55934 -0.09928 0.000
H 0.72532 -2.73848 -0.96457 0.000
H 0.00756 -1.27582 -1.61290 0.000
H -0.02228 -1.45510 1.34158 0.000
H -0.97378 -2.67758 0.54414 0.000
H -1.57263 -0.15932 -0.72434 0.001
H -1.54402 0.14455 1.00478 0.000
H -3.53063 -1.48254 -0.54536 0.000
H -3.02622 -2.12838 0.99192 0.001
H -5.60738 -1.40998 0.16526 0.009
H -5.44147 -1.76064 1.87338 -0.005
H -5.85990 0.24791 3.51570 0.001
H -7.23267 -0.83599 3.43332 0.000
H -7.47341 0.91038 3.24026 -0.013
H -8.28865 -1.46998 1.67902 0.000
H -7.77426 -1.23658 0.02298 0.002
H -8.73640 0.01181 0.83635 -0.004
H -4.78544 1.66802 3.14494 0.001
H -5.96492 2.94170 2.81835 -0.009
H -4.26298 3.21124 2.48255 0.000
H -6.20767 3.80146 0.30211 -0.005
H -4.45438 3.89328 0.41127 0.000
H -5.18515 3.00839 -0.91811 0.001
H -3.17580 1.60587 0.86017 -0.005
H -4.08996 1.02723 -0.52646 0.008
H 1.89313 1.26404 0.57242 0.000
H 1.44771 2.51752 -0.61099 0.000
H 2.79373 3.95683 0.48636 0.000
H 4.16851 3.02977 -0.13350 0.000
H 2.77908 2.31627 2.48161 0.000
H 4.17574 3.38723 2.40193 0.000
H 4.31290 1.70714 1.85942 0.000
C 3.64780 -5.22828 -2.18031 0.000
C 4.75655 -5.25163 -1.15232 0.000
O 5.26959 -6.56310 -1.28352 0.000
C 5.01311 -6.99150 -2.55510 0.000
O 5.50220 -7.94141 -3.05757 0.000
O 4.12941 -6.15888 -3.15573 0.000
F 4.29539 -5.07350 0.11229 0.000
H 2.71323 -5.59703 -1.75463 0.000
H 3.48885 -4.24800 -2.61950 0.000
H 5.55830 -4.53395 -1.33402 0.000
C 4.12562 2.94120 -5.40317 0.000
C 4.88583 4.18093 -5.82504 0.000
O 4.66773 5.05827 -4.73426 0.000
C 4.43444 4.30078 -3.62590 0.000
O 4.43733 4.70649 -2.51464 0.000
O 4.20964 3.01557 -3.97731 0.000
F 4.38607 4.73664 -6.95410 0.000
H 3.08098 3.00023 -5.71090 0.000
H 4.56162 2.01338 -5.76136 0.000
H 5.95938 4.03362 -5.95352 0.000
```